A 2-piece molecular cluster, C4Cl4N2 overall. Source: the OMol25 dataset; level of theory: wB97M-V/def2-TZVPD.

```
10
Properties=species:S:1:pos:R:3:forces:R:3:lowdin_charge:R:1
C 0.3543 -1.1957 0.6176 0.1250 -0.5141 0.1016 -0.27
C -1.1772 0.2082 -0.6085 -0.3553 -0.0228 -0.3130 -0.27
C 0.0957 0.0105 -0.0505 -0.7441 1.5180 2.6042 -0.46
C 1.2253 0.8830 -0.4688 1.1563 0.5874 -0.5724 -1.56
N 0.5508 -2.1956 1.1455 0.0760 -0.2696 0.0667 0.26
N -2.2142 0.3398 -1.0809 -0.2771 0.0241 -0.1875 0.26
Cl -0.5835 1.2867 2.2488 0.5742 -1.0618 -1.8906 0.09
Cl 0.7288 2.5476 -0.7493 0.0247 -0.3380 0.0400 0.65
Cl 2.5860 0.8056 0.6568 -0.3891 -0.0254 -0.2481 0.65
Cl 1.7229 0.1336 -2.0515 -0.1906 0.1024 0.3990 0.64
```
Forces are in eV/Å.

Properties
Highest occupied orbital energy = -11.0 eV
HOMO-LUMO gap = 6.63 eV
E_tot = -57213.7927 eV
Strongest force on any atom = 0.0604 Eh/bohr
Energy relative to the best compared isomer or geometry (same formula, charge and spin) = 32.49 kcal per mole
Spin multiplicity = 1
E_LUMO = -4.41 eV


One molecule with the formula CH4N2O. Source: the OMol25 dataset; level of theory: wB97M-V/def2-TZVPD.

```
8
Properties=species:S:1:pos:R:3:forces:R:3:lowdin_charge:R:1
H -2.5905 -0.5577 0.4040 0.7582 0.1434 -0.5375 0.06
N -1.9519 0.1538 0.0257 -1.3229 0.3469 -0.3584 0.11
C -0.7554 -0.1608 -0.0594 0.8329 -0.4259 2.2982 -0.35
O 0.1971 0.7619 -0.3117 -0.7366 0.6382 -1.6396 -0.13
N 1.4394 0.3051 0.1038 2.7849 -0.7310 0.5001 -0.01
H -0.2644 -1.0445 0.3587 -0.3353 -0.4863 -0.3926 0.12
H 2.1247 1.0618 -0.0852 -1.0535 -0.4951 0.0783 0.10
H 1.8009 -0.5195 -0.4360 -0.9277 1.0096 0.0515 0.10
```
Forces are in eV/Å.

Properties
SMILES string = [H]/N=C/ON
Highest occupied orbital energy = -9.4 eV
HOMO-LUMO gap = 10.32 eV
E_tot = -6126.9869 eV
Strongest force on any atom = 0.0568 Eh/bohr
Energy relative to the best compared isomer or geometry (same formula, charge and spin) = 81.19 kcal per mole
Spin multiplicity = 1
E_LUMO = 0.93 eV


An isolated ion of composition C5H5O3S and charge -1. Source: the OMol25 dataset; level of theory: wB97M-V/def2-TZVPD.

```
14
Properties=species:S:1:pos:R:3:forces:R:3:lowdin_charge:R:1
O 0.2272 -2.9517 -1.7045 -1.2413 -3.7804 -1.5253 0.14
C 0.5366 -2.0005 -1.1551 1.1417 2.7895 0.4595 -0.19
C 0.7455 -0.7913 -0.7686 0.5070 3.4972 2.8095 -0.22
O 1.8999 0.0246 -0.9817 -0.5285 -0.3159 1.1201 -0.08
C 0.1892 -0.2128 0.7034 -0.6363 -0.2536 -1.6894 -0.68
O 1.0399 -0.3859 1.6147 1.3562 -0.3101 1.2449 -0.13
C -1.2795 -0.1385 0.8645 0.3164 0.3670 -0.2358 -0.14
C -0.5405 1.1962 0.6466 -0.4653 0.4375 -0.5133 -0.60
S -0.9517 2.0590 -0.8581 1.2064 -0.3736 -1.2853 0.62
H 1.9648 0.4387 -0.0523 0.3059 -0.8946 -1.5111 0.12
H -1.8400 -0.4835 -0.0059 -0.3552 0.1605 0.5635 0.09
H -1.6130 -0.2133 1.8730 -0.6724 -0.6279 0.4889 0.09
H -0.4592 1.9299 1.5024 0.2175 -1.3734 -0.8921 0.09
H 0.0808 1.5291 -1.6785 -1.1522 0.6778 0.9659 -0.11
```
Forces are in eV/Å.

Properties
SMILES string = O=C=C(O)[C@]1([O-])C[C@@H]1S
Highest occupied orbital energy = -3.4 eV
Charge = -1
HOMO-LUMO gap = 6.83 eV
E_tot = -22241.0777 eV
Strongest force on any atom = 0.0878 Eh/bohr
Energy relative to the best compared isomer or geometry (same formula, charge and spin) = 86.66 kcal per mole
Spin multiplicity = 1
E_LUMO = 3.39 eV


Repeat the first record exactly.
A 2-piece molecular cluster, C4Cl4N2 overall. Source: the OMol25 dataset; level of theory: wB97M-V/def2-TZVPD.

```
10
Properties=species:S:1:pos:R:3:forces:R:3:lowdin_charge:R:1
C 0.3543 -1.1957 0.6176 0.1250 -0.5141 0.1016 -0.27
C -1.1772 0.2082 -0.6085 -0.3553 -0.0228 -0.3130 -0.27
C 0.0957 0.0105 -0.0505 -0.7441 1.5180 2.6042 -0.46
C 1.2253 0.8830 -0.4688 1.1563 0.5874 -0.5724 -1.56
N 0.5508 -2.1956 1.1455 0.0760 -0.2696 0.0667 0.26
N -2.2142 0.3398 -1.0809 -0.2771 0.0241 -0.1875 0.26
Cl -0.5835 1.2867 2.2488 0.5742 -1.0618 -1.8906 0.09
Cl 0.7288 2.5476 -0.7493 0.0247 -0.3380 0.0400 0.65
Cl 2.5860 0.8056 0.6568 -0.3891 -0.0254 -0.2481 0.65
Cl 1.7229 0.1336 -2.0515 -0.1906 0.1024 0.3990 0.64
```
Forces are in eV/Å.

Properties
Highest occupied orbital energy = -11.0 eV
HOMO-LUMO gap = 6.63 eV
E_tot = -57213.7927 eV
Strongest force on any atom = 0.0604 Eh/bohr
Energy relative to the best compared isomer or geometry (same formula, charge and spin) = 32.49 kcal per mole
Spin multiplicity = 1
E_LUMO = -4.41 eV